(1)
{"formula": "CN4S", "method": "wB97M-V/def2-TZVPD", "total_charge": -2, "gap_ev": 5.00, "e_lumo_ha": 0.2401, "symbols": ["C", "N", "N", "N", "N", "S"], "xyz": [[0.397903, -0.500461, -0.514807], [-0.366909, -0.949714, 0.473003], [-0.765154, 0.175387, 1.080392], [0.450891, 0.822079, -0.583545], [-0.344367, 1.187480, 0.439126], [1.233788, -1.508575, -1.711723]], "forces_ev_per_angstrom": [[0.98, -1.30, -1.81], [0.31, -0.24, 0.46], [-1.38, -0.79, 0.77], [-0.66, 0.30, 0.47], [0.68, 2.33, 0.08], [0.06, -0.29, 0.02]]}

(2)
{"formula": "C53H45BeCl2GeN7O2S2", "method": "wB97M-V/def2-TZVPD", "total_charge": -2, "gap_ev": 4.35, "e_lumo_ha": 0.1255, "symbols": ["Be", "S", "C", "N", "N", "C", "C", "C", "C", "C", "C", "N", "N", "C", "C", "C", "C", "C", "C", "H", "H", "H", "H", "H", "H", "H", "H", "H", "H", "H", "N", "C", "S", "N", "C", "C", "C", "C", "C", "C", "H", "H", "H", "H", "H", "H", "H", "H", "C", "Ge", "C", "C", "C", "C", "C", "C", "C", "C", "C", "C", "C", "C", "C", "C", "C", "C", "C", "C", "H", "H", "H", "H", "H", "H", "H", "H", "H", "H", "H", "H", "H", "H", "H", "H", "Cl", "C", "C", "C", "C", "C", "Cl", "C", "N", "C", "C", "C", "C", "C", "C", "C", "C", "O", "O", "H", "H", "H", "H", "H", "H", "H", "H", "H", "H"], "xyz": [[0.169405, -1.025930, -0.253309], [1.967925, 0.142400, 0.184965], [1.829329, -0.296313, 1.863855], [2.653554, 0.094865, 2.805277], [3.617660, 0.931780, 2.392053], [4.779032, 1.123453, 3.083304], [5.051883, 0.452433, 4.285434], [6.253369, 0.660094, 4.936678], [7.204519, 1.535417, 4.425011], [6.928755, 2.213102, 3.241847], [5.734099, 2.020311, 2.577405], [0.802767, -1.071157, 2.306090], [0.030609, -1.576060, 1.430680], [-1.013130, -2.311048, 1.989245], [-1.513706, -3.412231, 1.289810], [-2.564499, -4.146520, 1.833723], [-3.142609, -3.769549, 3.028716], [-2.637679, -2.674255, 3.733800], [-1.573718, -1.961169, 3.226968], [3.556430, 1.236238, 1.419895], [4.305929, -0.234294, 4.660939], [6.465078, 0.127786, 5.856834], [8.148820, 1.683287, 4.933875], [7.662315, 2.899545, 2.835185], [5.511942, 2.543609, 1.654000], [-0.988213, -3.745890, 0.412139], [-2.944440, -5.009182, 1.301714], [-3.986478, -4.322145, 3.424305], [-3.087385, -2.383456, 4.675502], [-1.156504, -1.116596, 3.757819], [-3.166472, 0.449360, -2.289987], [-2.574266, -0.127303, -1.080951], [-2.765634, -1.943080, -1.228850], [-3.270752, 0.357781, 0.120563], [-4.598038, 0.622459, 0.377751], [-5.631461, 0.708664, -0.574524], [-6.897427, 1.135059, -0.208732], [-7.202068, 1.470795, 1.104992], [-6.208613, 1.328735, 2.064497], [-4.942617, 0.898628, 1.714809], [-2.660646, 0.063438, -3.076777], [-3.045398, 1.459682, -2.272336], [-2.779146, 0.033523, 0.939247], [-5.425492, 0.433668, -1.593263], [-7.665392, 1.206650, -0.971790], [-8.191059, 1.821725, 1.377568], [-6.420007, 1.567457, 3.101737], [-4.183968, 0.790189, 2.483329], [-1.068949, 0.246209, -0.926773], [-0.923157, 2.169984, -0.431074], [0.894135, 2.988370, -0.406241], [1.436819, 3.581235, 0.730177], [2.710374, 4.135764, 0.716410], [3.462396, 4.119468, -0.450194], [2.924231, 3.556424, -1.601333], [1.651590, 3.008817, -1.576992], [-1.726035, 3.615944, -1.586548], [-1.783091, 4.903005, -1.045417], [-2.250751, 5.981294, -1.780581], [-2.658569, 5.800690, -3.095912], [-2.566742, 4.541345, -3.666998], [-2.101403, 3.465986, -2.918688], [-1.636945, 2.525272, 1.390350], [-2.748322, 3.319910, 1.666017], [-3.199225, 3.498436, 2.967018], [-2.560320, 2.861226, 4.020822], [-1.482302, 2.025062, 3.763029], [-1.025612, 1.869822, 2.461877], [-0.662501, 0.203688, -1.947699], [0.862589, 3.589979, 1.650749], [3.123342, 4.560534, 1.625058], [4.459501, 4.545680, -0.465858], [3.505276, 3.533210, -2.516585], [1.243434, 2.563550, -2.480027], [-1.438835, 5.059413, -0.029334], [-2.291559, 6.964684, -1.324969], [-3.030161, 6.639633, -3.672941], [-2.857857, 4.394935, -4.701068], [-2.017341, 2.494658, -3.394824], [-3.280365, 3.796783, 0.852795], [-4.065290, 4.122051, 3.157754], [-2.906701, 3.008650, 5.037637], [-1.000015, 1.494834, 4.576573], [-0.173049, 1.224632, 2.272840], [2.160664, -4.105567, -6.366174], [0.894659, -4.479438, -5.222617], [-0.411419, -4.349571, -5.643426], [-1.434959, -4.608654, -4.754492], [-1.129725, -5.038203, -3.477583], [0.184676, -5.175541, -3.072043], [0.443558, -5.787784, -1.469078], [1.259369, -4.845295, -3.920131], [2.617529, -4.936274, -3.607320], [3.214047, -4.593307, -2.339897], [3.851765, -5.622014, -1.656744], [4.478431, -5.387070, -0.446788], [4.474754, -4.106889, 0.084444], [3.883497, -3.069607, -0.615790], [3.256459, -3.277206, -1.844961], [2.704149, -2.097780, -2.600820], [1.166926, -1.864270, -2.519844], [0.590820, -1.479169, -3.526977], [0.665225, -2.053305, -1.353735], [-0.614531, -4.008830, -6.648961], [-2.466546, -4.450058, -5.033825], [-1.925153, -5.243498, -2.776433], [3.177272, -4.602441, -4.377154], [3.823602, -6.616900, -2.082783], [4.960053, -6.200819, 0.082818], [4.940912, -3.909849, 1.042510], [3.884780, -2.071049, -0.198101], [2.980199, -2.134950, -3.656050], [3.113794, -1.181797, -2.168138]], "forces_ev_per_angstrom": [[-0.80, 0.72, -1.11], [0.27, -0.25, 0.55], [1.49, 1.24, -1.06], [-0.47, -0.33, 0.20], [-0.31, -0.09, -0.61], [0.35, 0.05, 0.50], [-0.21, -0.03, -0.18], [0.13, 0.11, 0.00], [0.02, 0.00, 0.01], [0.07, -0.01, 0.06], [-0.21, -0.12, -0.07], [-1.28, -1.47, 0.24], [1.54, 1.24, 0.73], [-1.20, -0.98, 0.49], [0.32, 0.15, 0.33], [0.10, -0.03, -0.13], [0.07, 0.18, 0.16], [-0.19, -0.21, -0.04], [0.28, 0.21, -0.33], [0.03, 0.02, 0.02], [0.05, -0.01, 0.05], [-0.06, -0.02, 0.00], [-0.02, 0.01, 0.01], [-0.03, 0.01, -0.03], [0.04, 0.03, 0.00], [-0.17, 0.11, -0.35], [0.03, 0.04, -0.06], [0.01, 0.00, -0.01], [0.02, 0.03, -0.02], [-0.08, 0.05, 0.00], [-0.51, 0.59, 0.38], [0.11, -0.99, -0.32], [0.08, -0.21, 0.06], [-0.23, 0.50, -0.16], [0.19, -0.11, -0.07], [0.09, -0.05, -0.09], [0.06, 0.02, 0.10], [-0.15, 0.04, -0.02], [0.05, -0.04, 0.03], [-0.04, -0.04, 0.12], [0.01, -0.07, 0.04], [-0.03, -0.22, -0.04], [0.06, 0.05, 0.04], [0.15, -0.02, -0.13], [0.01, -0.02, -0.02], [0.01, -0.02, -0.01], [0.02, -0.03, 0.02], [0.04, 0.04, -0.03], [0.00, 0.33, 0.48], [-0.10, -0.16, 0.02], [-0.15, 0.01, 0.00], [-0.09, 0.02, 0.03], [0.04, -0.02, 0.01], [0.04, -0.01, 0.03], [0.03, 0.00, -0.05], [-0.08, -0.03, -0.02], [0.03, -0.19, 0.19], [0.01, -0.04, -0.05], [0.01, 0.04, 0.05], [0.01, 0.01, 0.00], [-0.01, 0.06, -0.06], [0.09, -0.01, -0.10], [0.12, -0.05, -0.14], [0.08, 0.01, -0.01], [0.03, 0.04, 0.04], [-0.04, 0.02, 0.05], [-0.02, 0.00, 0.05], [0.06, -0.02, -0.05], [0.08, -0.13, 0.00], [0.06, 0.00, 0.01], [-0.01, 0.04, -0.01], [0.00, -0.01, 0.01], [-0.01, 0.02, 0.00], [0.05, 0.00, -0.01], [-0.03, 0.06, 0.03], [-0.01, 0.01, -0.02], [0.00, -0.01, -0.01], [0.00, -0.02, 0.01], [0.03, 0.12, -0.03], [-0.05, 0.01, -0.01], [-0.01, -0.01, -0.02], [-0.02, -0.04, -0.01], [0.06, 0.02, -0.01], [-0.04, 0.07, 0.05], [0.06, 0.06, -0.18], [-0.04, 0.11, 0.07], [-0.01, 0.03, -0.03], [-0.09, 0.00, 0.01], [-0.06, 0.11, 0.01], [0.19, 0.12, -0.16], [0.20, 0.02, 0.08], [0.02, -0.02, 0.15], [-0.11, 0.05, 0.15], [-0.02, 0.14, 0.07], [-0.08, 0.04, 0.04], [0.07, -0.09, 0.07], [0.03, 0.03, 0.04], [-0.09, -0.05, 0.03], [-0.08, -0.17, -0.10], [-0.40, -0.17, -0.02], [0.17, -0.01, -0.38], [0.11, -0.03, 0.23], [0.14, -0.40, 0.30], [0.03, 0.00, -0.01], [0.00, -0.01, -0.03], [0.05, 0.03, 0.10], [0.01, -0.02, -0.02], [-0.04, 0.01, -0.02], [-0.02, 0.00, 0.00], [0.00, 0.00, -0.01], [-0.02, 0.07, -0.03], [-0.03, -0.01, 0.00], [0.13, -0.04, -0.03]]}

(3)
{"formula": "C29H43Cl2F5N3O5SiTi", "method": "wB97M-V/def2-TZVPD", "spin_multiplicity": 2, "s2": 0.753, "gap_ev": [6.66, 6.66], "e_lumo_ha": [0.0088, 0.0087], "symbols": ["C", "C", "H", "H", "H", "C", "C", "H", "H", "H", "H", "Ti", "Cl", "C", "O", "N", "C", "C", "H", "H", "H", "H", "H", "H", "H", "H", "H", "C", "C", "N", "H", "C", "O", "H", "H", "H", "H", "H", "H", "C", "C", "N", "H", "C", "O", "H", "H", "H", "H", "O", "C", "C", "C", "H", "C", "H", "C", "H", "C", "C", "H", "H", "H", "Si", "Cl", "C", "C", "C", "H", "H", "H", "H", "H", "H", "H", "H", "H", "F", "C", "C", "F", "C", "F", "C", "O", "C", "F", "C", "F"], "xyz": [[-1.628335, -0.439768, -5.352854], [-0.993559, -1.220565, -4.225471], [-2.058114, -1.183664, -6.033283], [-0.779568, 0.049942, -5.900146], [-2.492098, 0.170931, -5.085665], [-0.043123, -2.086392, -4.730406], [0.523652, -2.308961, -6.108199], [0.436102, -2.722290, -3.993751], [1.240315, -1.604761, -6.567281], [-0.109709, -2.585808, -6.965526], [1.072394, -3.256101, -5.944359], [1.022831, 1.207045, 1.561509], [1.928359, 3.095408, 0.746816], [0.117886, -1.530425, 2.434607], [0.977865, -0.584997, 2.628530], [0.345999, -2.799688, 2.817400], [1.732299, -3.237574, 2.974549], [-0.795889, -3.630379, 3.236095], [-0.866971, -1.343465, 1.959803], [2.363112, -2.386262, 3.283357], [2.074494, -3.644390, 2.007682], [1.726528, -4.022240, 3.732283], [-1.644615, -2.952741, 3.447825], [-0.494115, -4.179885, 4.139935], [-1.055263, -4.332561, 2.425945], [2.027152, 2.631598, 6.930140], [0.586883, 4.548369, 6.593327], [1.800377, 2.213394, 5.941056], [0.572785, 4.454855, 5.512651], [1.130554, 3.186267, 5.062886], [1.195330, 1.310067, 6.080462], [0.982315, 2.873116, 3.782015], [1.344847, 1.712508, 3.388859], [-0.441532, 4.530982, 5.103546], [0.570744, 3.639725, 3.101183], [2.754497, 1.905889, 5.513527], [1.174460, 5.272174, 5.118595], [2.368116, 0.633840, -2.924386], [3.009012, -2.243139, -3.010042], [3.339783, 0.446649, -2.415567], [3.665651, -1.983827, -2.159475], [3.170181, -0.740758, -1.573613], [3.600901, 1.328026, -1.802724], [3.053493, -0.692356, -0.216936], [3.012061, 0.343645, 0.504510], [3.616237, -2.806505, -1.425433], [3.004266, -1.667751, 0.293337], [4.126679, 0.205147, -3.167454], [4.711130, -1.816178, -2.503097], [-0.510274, 0.071696, -3.086502], [-1.395854, -0.982863, -2.680147], [0.348954, -2.324082, -1.418708], [-1.004269, -2.039034, -1.679741], [1.115466, -1.582236, -1.710413], [0.661675, -3.550931, -0.799254], [-2.407483, -0.559612, -2.481470], [-2.007779, -2.770382, -1.048664], [1.684673, -3.922046, -0.760804], [-0.351803, -4.360480, -0.299546], [-1.671511, -3.917092, -0.312760], [-3.044398, -2.509204, -1.229158], [-0.118145, -5.281295, 0.272992], [-2.475170, -4.514665, 0.121012], [-0.413384, 2.248320, -2.739604], [0.172042, -0.202684, 0.196109], [1.221337, 2.982142, -3.154540], [-0.847405, 3.433478, -1.229293], [-1.976568, 2.225789, -3.661026], [1.975237, 2.267405, -3.444576], [1.586496, 3.486313, -2.253510], [1.064543, 3.685386, -3.970822], [-1.702641, 1.860489, -4.658842], [-2.377895, 3.252847, -3.683612], [-2.670529, 1.533486, -3.148445], [-1.350074, 2.974050, -0.379705], [-1.466975, 4.271904, -1.576976], [0.098363, 3.832808, -0.856274], [-5.697342, 1.827917, 3.959793], [-4.503606, 1.690491, 3.356595], [-4.348542, 1.957199, 2.001794], [-5.382727, 2.444667, 1.283414], [-3.116913, 1.792021, 1.418151], [-3.039042, 1.608995, 0.063832], [-1.965899, 1.619503, 2.229981], [-0.738909, 1.951953, 1.832109], [-2.174632, 1.124033, 3.544240], [-1.107874, 0.655349, 4.282245], [-3.424912, 1.207528, 4.113843], [-3.612589, 0.754655, 5.371510]], "forces_ev_per_angstrom": [[-0.40, -0.58, -0.26], [-0.56, -2.73, -1.52], [0.21, 0.07, -0.15], [-1.16, 0.15, 0.42], [0.56, 0.27, -0.02], [-0.83, 0.37, 2.11], [0.53, -1.13, -0.39], [0.00, -0.09, 0.08], [-0.14, 0.21, 0.62], [-0.64, 0.36, 0.50], [0.20, 0.47, -0.44], [1.42, -0.18, -0.38], [0.65, 1.21, -0.58], [1.43, 1.11, 1.24], [-1.59, -2.91, 0.03], [-0.07, 1.39, -0.09], [-0.32, -0.02, 0.11], [0.29, 0.11, -0.71], [0.41, -0.01, 0.80], [-0.32, -0.48, -0.14], [0.04, 0.07, 0.41], [0.34, 0.04, -0.07], [0.40, -0.59, -0.05], [-0.28, 0.22, -0.25], [-0.06, 0.14, 0.47], [-0.34, 0.23, -0.38], [-0.19, -0.29, 0.03], [0.03, -0.05, 0.38], [0.06, 0.25, -0.37], [0.14, -0.37, -0.29], [-0.01, 0.24, -0.15], [0.80, -1.69, 0.40], [0.19, 2.73, 2.48], [0.16, 0.20, 0.44], [0.04, -0.48, 0.29], [-0.13, 0.05, -0.21], [-0.02, 0.15, -0.01], [0.82, -0.30, 0.25], [0.45, -0.02, 0.20], [-0.48, -0.09, -0.06], [-0.30, -0.08, -0.36], [0.94, -0.11, 1.68], [-0.08, -0.48, -0.24], [0.17, 1.96, 0.79], [-0.02, -1.60, -1.54], [0.12, 0.44, -0.33], [0.01, -0.03, -0.45], [-0.56, 0.44, 0.53], [-0.64, -0.36, 0.18], [2.10, 4.06, 3.26], [0.85, 0.86, -2.99], [-0.06, -1.11, -0.50], [0.33, 0.37, -0.14], [-0.74, -0.98, -0.21], [-0.04, 0.69, -0.56], [0.39, -0.65, -0.32], [0.61, -0.52, -0.34], [-0.06, 0.28, 0.15], [-0.30, -0.23, 1.25], [-0.29, 0.08, -0.63], [0.00, 0.04, 0.16], [-0.03, 0.53, -0.67], [0.29, 0.12, 0.00], [-1.61, -1.14, 2.51], [-1.88, -0.48, -3.22], [0.42, -0.45, -0.46], [0.52, -0.94, -0.17], [-0.01, 0.72, -1.05], [0.11, 0.11, -0.44], [-0.16, -0.04, -0.28], [0.12, 0.21, -0.05], [-0.73, 0.30, 0.20], [-0.11, -0.45, -0.18], [0.35, 0.44, -0.34], [0.05, 0.02, -0.17], [0.04, -0.29, -0.24], [-0.30, 0.01, 0.04], [0.06, 0.05, -0.19], [0.14, -0.26, 0.64], [-0.61, 0.40, 0.28], [0.30, -0.65, 0.28], [0.76, -0.85, -0.39], [0.04, 0.97, 0.96], [1.50, 0.03, -0.20], [-2.12, -0.43, 0.34], [0.50, 0.41, -0.17], [-1.12, 0.64, -0.64], [-0.49, -0.45, -0.11], [-0.09, 0.41, -0.41]]}

Please write out number 1 again, unchanged.
{"formula": "CN4S", "method": "wB97M-V/def2-TZVPD", "total_charge": -2, "gap_ev": 5.00, "e_lumo_ha": 0.2401, "symbols": ["C", "N", "N", "N", "N", "S"], "xyz": [[0.397903, -0.500461, -0.514807], [-0.366909, -0.949714, 0.473003], [-0.765154, 0.175387, 1.080392], [0.450891, 0.822079, -0.583545], [-0.344367, 1.187480, 0.439126], [1.233788, -1.508575, -1.711723]], "forces_ev_per_angstrom": [[0.98, -1.30, -1.81], [0.31, -0.24, 0.46], [-1.38, -0.79, 0.77], [-0.66, 0.30, 0.47], [0.68, 2.33, 0.08], [0.06, -0.29, 0.02]]}